11
Properties=species:S:1:pos:R:3 method="wB97M-V/def2-TZVPD" smiles="O=C1C=CCC1=O" de_lowest_kj_mol=368.7 e_lumo_ha=-0.0437 e_tot_ev=-9340.36080 orbital_gap_ha=0.286 homo_energy_ha=-0.3301
O -0.635 2.333 -0.117
C -0.348 1.166 -0.059
C -1.231 -0.065 -0.254
C -0.306 -1.274 -0.032
C 0.877 -0.812 0.485
C 1.060 0.642 0.279
O 2.096 1.255 0.202
H -2.064 -0.035 0.473
H -1.729 -0.073 -1.223
H 0.678 -1.659 -0.684
H 1.600 -1.478 0.928